# C25H28N2O6

The molecule C25H28N2O6 (ωB97M-V/def2-TZVPD, the Open Molecules 2025 dataset).

The value obtained for the HOMO-LUMO gap is 8.07 eV. The LUMO energy comes out at 0.167 eV. Its total energy is -41645.08350 eV. Its energy relative to the best compared isomer or geometry (same formula, charge and spin) is 37.4 kcal per mole. The value obtained for the largest force on an atom is 0.85 eV/A. As for the SMILES: CCCCOc1ccc(/C=C/C(=O)OCC(=O)N2CC(=O)Nc3ccccc32)cc1OCC. The value obtained for the HOMO energy is -0.2904 Eh.

XYZ file:
```
61
C25H28N2O6 | the Open Molecules 2025 dataset | ωB97M-V/def2-TZVPD
C 7.228 0.241 1.657
C 6.943 1.311 0.611
C 5.851 2.275 1.071
C 5.527 3.323 0.006
O 5.083 2.748 -1.210
C 3.918 2.058 -1.299
C 3.848 1.199 -2.398
C 2.731 0.447 -2.675
C 1.617 0.527 -1.839
C 0.395 -0.211 -2.042
C 0.137 -1.114 -3.003
C -1.142 -1.802 -3.135
O -1.394 -2.645 -3.960
O -2.056 -1.375 -2.219
C -3.335 -1.988 -2.237
C -3.787 -2.442 -0.847
O -4.134 -3.587 -0.661
N -3.828 -1.496 0.135
C -3.369 -0.129 0.009
C -2.262 0.184 1.014
O -1.327 0.918 0.780
N -2.450 -0.402 2.217
C -3.514 -1.258 2.506
C -3.851 -1.553 3.818
C -4.898 -2.418 4.084
C -5.610 -2.983 3.039
C -5.280 -2.694 1.726
C -4.227 -1.835 1.449
C 1.675 1.390 -0.739
C 2.790 2.159 -0.455
O 2.845 3.023 0.605
C 1.769 3.054 1.524
C 2.153 4.017 2.637
H 7.553 0.696 2.590
H 8.010 -0.430 1.312
H 6.335 -0.347 1.855
H 7.856 1.874 0.406
H 6.629 0.837 -0.321
H 4.946 1.713 1.306
H 6.170 2.796 1.976
H 6.438 3.857 -0.281
H 4.798 4.041 0.390
H 4.719 1.150 -3.033
H 2.725 -0.202 -3.536
H -0.383 0.007 -1.323
H 0.864 -1.397 -3.748
H -4.068 -1.281 -2.647
H -3.301 -2.876 -2.879
H -2.992 0.075 -0.989
H -4.205 0.554 0.222
H -1.800 -0.180 2.959
H -3.286 -1.108 4.624
H -5.154 -2.649 5.106
H -6.428 -3.654 3.245
H -5.826 -3.144 0.915
H 0.802 1.454 -0.110
H 0.852 3.393 1.026
H 1.593 2.050 1.932
H 2.331 5.008 2.227
H 3.062 3.678 3.128
H 1.351 4.074 3.367
```